[1]
Formula: C4H7NO
Source: the OMol25 dataset
Level of theory: ωB97M-V/def2-TZVPD

Structure (ORCA input):
```
! RIJCOSX wB97M-V def2-TZVPD def2/J DEFGRID3
* xyz 0 1
C -0.92 0.17 -1.39
C -0.03 0.25 -0.42
C 0.42 1.49 0.28
N 0.65 -0.98 0.07
C 0.04 -1.54 1.13
O -0.92 -1.03 1.67
H -1.52 1.02 -1.68
H -1.12 -0.76 -1.91
H -0.32 2.27 0.18
H 1.36 1.84 -0.16
H 0.59 1.27 1.33
H 1.29 -1.49 -0.51
H 0.47 -2.51 1.43
*
```

## Properties
- Highest occupied orbital energy: -9.8 eV
- HOMO-LUMO gap: 10.69 eV
- M: 85.11 g mol⁻¹
- Total energy: -286.5895 Eh

natural (NBO) population analysis, charges in e, atoms 1 to 5: -0.403 0.191 -0.651 -0.657 0.523

[2]
Formula: C4H7NO
Source: the OMol25 dataset
Level of theory: ωB97M-V/def2-TZVPD

Structure (ORCA input):
```
! RIJCOSX wB97M-V def2-TZVPD def2/J DEFGRID3
* xyz 0 1
C -0.01 -0.57 1.85
C 1.36 -0.49 1.39
C 1.37 -0.30 0.01
N 0.08 -0.68 -0.41
C -0.68 -0.94 0.69
H -0.39 0.04 2.64
H 2.25 -0.39 1.99
H 2.03 0.32 -0.59
H -0.19 -0.67 -1.37
H -1.68 -1.20 0.40
O -1.46 1.96 -2.37
H -1.06 2.70 -1.92
H -1.96 2.41 -3.07
*
```

## Properties
- Highest occupied orbital energy: -7.9 eV
- HOMO-LUMO gap: 8.51 eV
- M: 85.11 g mol⁻¹
- Total energy: -286.5459 Eh

natural (NBO) population analysis, charges in e, atoms 1 to 5: -0.349 -0.271 -0.112 -0.519 -0.037

[3]
Formula: C4H7NO
Source: the OMol25 dataset
Level of theory: ωB97M-V/def2-TZVPD

Structure (ORCA input):
```
! RIJCOSX wB97M-V def2-TZVPD def2/J DEFGRID3
* xyz 0 1
C -2.32 -0.80 -0.03
C -1.00 0.04 0.15
N 0.36 -0.64 -0.17
C 1.48 -0.11 -0.23
C 2.51 0.82 0.03
O 2.73 -0.50 -0.35
H -2.46 -1.09 -1.18
H -2.25 -1.67 0.45
H -3.04 0.02 0.24
H -0.83 0.42 1.26
H -0.86 0.81 -0.66
H 2.93 1.60 -0.54
H 2.75 1.10 1.03
*
```

## Properties
- Highest occupied orbital energy: -9.1 eV
- HOMO-LUMO gap: 10.13 eV
- M: 85.11 g mol⁻¹
- Total energy: -286.4758 Eh

natural (NBO) population analysis, charges in e, atoms 1 to 5: -0.602 -0.230 -0.481 0.526 -0.177

Computed values of relative energy (zero: lowest compared OMol25 entry of this formula, charge and spin) (unit: eV) for the preceding records, in sequence: 1.147 2.333 4.240.